{"formula": "C5H11N2", "method": "ωB97M-V with the def2-TZVPD basis set", "species": ["C", "C", "C", "C", "C", "N", "N", "H", "H", "H", "H", "H", "H", "H", "H", "H", "H", "H"], "coordinates": [[0.58863, 0.88766, -0.01169], [3.87583, -1.08075, -0.06996], [1.68670, 0.12756, 0.18387], [-2.76391, 1.13961, -0.17719], [-2.66823, -1.16308, 0.43403], [2.79959, -0.17841, 0.21508], [-2.09866, -0.06746, 0.19007], [0.41936, 1.70839, 0.70691], [-0.45079, 0.32428, 0.11716], [3.60659, -1.95148, -0.72260], [4.21830, -1.46582, 0.90939], [-3.32184, 1.01808, -1.14022], [-3.54228, 1.55649, 0.62581], [-1.96096, 1.89207, -0.32156], [-1.96296, -1.98486, 0.29729], [-3.79553, -1.44822, 0.32981], [4.78043, -0.57550, -0.58514], [0.58972, 1.26144, -0.98104]], "energy_ha": -306.25984, "largest_force_ev_per_a": 4.588, "total_charge": 1, "orbital_gap_ev": 9.304, "e_above_lowest_ev": 3.364}